Record 1
{"formula": "C3H6N2O2", "method": "ωB97M-V/def2-TZVPD", "symbols": ["O", "O", "N", "N", "C", "C", "C", "H", "H", "H", "H", "H", "H"], "xyz": [[0.779479, 1.621444, 0.073213], [-2.698430, 0.054107, -0.218934], [-1.590938, -0.861548, 0.018292], [-0.272376, 1.093438, -0.591799], [2.074501, -0.728890, -0.148838], [-0.493138, -0.315861, -0.554024], [0.746575, -1.076449, -0.106923], [-3.434657, -0.202550, 1.091420], [2.214625, 0.425249, -0.282825], [0.482644, -2.105005, -0.116324], [-1.091837, 1.551304, -0.372658], [0.247443, 1.677776, 1.082339], [3.036112, -1.133021, 0.127060]], "atomic_forces_ev_per_a": [[-2.4519, 1.1601, 5.7981], [-1.4953, -1.6799, 5.5932], [0.8263, 1.6163, -3.4253], [-1.1363, -2.6502, -4.1486], [-1.9786, 4.1209, 0.0547], [1.1551, 0.7867, 6.0761], [1.7604, -0.7778, -2.4066], [2.5330, 1.0204, -4.9102], [0.0995, -2.6290, -0.0808], [-0.0697, -1.0215, 0.7767], [-2.1096, 1.3325, 0.1138], [3.4079, 0.0380, -3.4555], [-0.5407, -1.3166, 0.0146]], "e_tot_ha": -377.5585, "relative_energy_kcal_mol": 251.52, "homo_lumo_gap_ev": 7.6, "e_homo_ev": -8.60}

---

Record 2
{"formula": "C3H6N2O2", "method": "ωB97M-V/def2-TZVPD", "symbols": ["O", "O", "N", "N", "C", "C", "C", "H", "H", "H", "H", "H", "H"], "xyz": [[-1.849073, -1.732550, 0.378953], [1.136496, 0.270002, 0.970029], [-1.392617, 0.575088, -0.008852], [1.004285, 0.181562, -1.327942], [-0.984125, -0.894095, 0.559472], [1.650838, 0.414434, -0.258421], [0.200304, -0.772394, 1.216379], [-2.399168, 0.561566, -0.167036], [-0.852279, 0.774025, -0.863878], [-1.144704, 1.220996, 0.737916], [1.593473, 0.336971, -2.140015], [2.668974, 0.817460, -0.208187], [0.600949, -1.567208, 1.823361]], "atomic_forces_ev_per_a": [[0.1278, 0.2333, 0.1684], [-0.0616, -0.0287, 0.0002], [-0.0351, 0.0549, -0.0347], [0.3377, 0.0210, 0.2729], [-0.0766, 0.0558, 0.1780], [-0.1247, 0.1830, -0.2677], [-0.0775, -0.4053, -0.1263], [0.1824, -0.0693, -0.0023], [-0.0310, -0.1723, 0.1593], [-0.0885, 0.1892, -0.2530], [-0.0157, 0.0584, 0.0416], [-0.1853, -0.0710, 0.0072], [0.0481, -0.0489, -0.1438]], "e_tot_ha": -377.8346, "smiles": "[H]/N=C/O/C=C(\\[NH3+])[O-]", "relative_energy_kcal_mol": 78.25, "homo_lumo_gap_ev": 8.1, "e_homo_ev": -7.51}

---

Record 3
{"formula": "C3H6N2O2", "method": "ωB97M-V/def2-TZVPD", "symbols": ["O", "O", "N", "N", "C", "C", "C", "H", "H", "H", "H", "H", "H"], "xyz": [[-1.087230, 1.559445, -1.563673], [-0.236992, 0.795290, 2.268547], [0.295420, -0.281306, 0.271095], [-0.985886, -0.304677, -0.181823], [1.328132, -0.688144, -0.518283], [-1.451458, 0.606663, -1.013611], [0.521856, 0.465203, 1.422309], [1.551987, 0.581624, 1.617257], [2.128733, -1.155905, 0.514169], [-2.058014, -0.472174, 0.374650], [0.955791, -1.626691, -1.127872], [1.675895, 0.254338, -1.119055], [-2.638233, 0.266333, -0.943710]], "atomic_forces_ev_per_a": [[2.2027, 2.2222, -1.7022], [-2.2142, 0.6951, 0.4515], [-3.1056, 1.9933, 3.7659], [-3.3573, -2.0169, 1.8214], [3.4892, -2.4537, 0.2297], [-5.9462, -0.9823, 0.5701], [0.7916, -1.4200, -0.5350], [1.8489, 0.1990, -0.1579], [-1.4801, 1.4277, -4.1198], [4.8433, -0.5054, -0.7280], [1.2016, 2.0717, 0.9429], [0.2397, -2.3424, 0.6026], [1.4866, 1.1118, -1.1410]], "e_tot_ha": -377.7509, "relative_energy_kcal_mol": 130.77, "homo_lumo_gap_ev": 10.2, "e_homo_ev": -9.66}

---

Record 4
{"formula": "C3H6N2O2", "method": "ωB97M-V/def2-TZVPD", "symbols": ["O", "O", "N", "N", "C", "C", "C", "H", "H", "H", "H", "H", "H"], "xyz": [[1.653716, -0.952669, 2.404670], [-1.859188, 1.097648, 0.412154], [-0.708357, 0.576012, -0.184499], [1.042623, -0.821588, 0.166534], [1.862029, -1.257224, 1.210592], [-0.708561, 0.272473, -1.669294], [0.069018, -0.116474, 0.657833], [0.350289, 0.066858, -1.980291], [2.857310, -1.835050, 0.970173], [-1.777873, 2.122863, 0.223673], [-1.033547, 1.324753, -2.121572], [-1.533490, -0.538593, -1.795684], [-0.213966, 0.060990, 1.705711]], "atomic_forces_ev_per_a": [[0.8714, -1.1003, -2.1778], [0.3628, 2.9202, -1.3138], [0.6679, -0.8486, -0.6864], [0.6137, -0.4898, 0.9102], [1.0444, 0.4152, 2.5388], [-1.8068, 2.1302, 0.7853], [-0.7461, 0.8093, -0.8102], [-1.3805, -0.2435, 0.3959], [-2.0296, 0.8462, -0.0732], [-0.3718, -2.9053, 0.6731], [0.4780, -2.5013, 0.4823], [1.7934, 1.3385, -0.4078], [0.5031, -0.3708, -0.3163]], "e_tot_ha": -377.8035, "smiles": "CN(O)/C=N/C=O", "relative_energy_kcal_mol": 97.81, "homo_lumo_gap_ev": 9.6, "e_homo_ev": -9.27}

---

Record 5
{"formula": "C3H6N2O2", "method": "ωB97M-V/def2-TZVPD", "symbols": ["O", "O", "N", "N", "C", "C", "C", "H", "H", "H", "H", "H", "H"], "xyz": [[-1.422460, -0.155998, 0.181298], [3.102732, 0.316332, 3.057524], [0.823752, 0.116660, -0.385732], [0.201395, -0.344801, 1.791077], [-1.749139, 0.096308, -1.172066], [-0.122282, -0.157612, 0.574909], [2.937453, 0.214636, 1.938849], [0.664361, -0.158873, -1.339377], [-0.633028, -0.416274, 2.367201], [-1.401488, -0.716035, -1.824657], [-2.838603, 0.130735, -1.215715], [-1.339065, 1.052062, -1.516336], [1.769355, 0.000668, -0.045533]], "atomic_forces_ev_per_a": [[0.0923, -0.0418, 0.1192], [-0.1559, -0.1113, -1.3139], [0.0157, -0.0126, 0.0361], [-0.1884, 0.0667, -0.2472], [-0.0692, 0.0350, -0.2920], [0.0671, -0.0010, 0.2207], [0.3396, 0.1302, 1.4094], [-0.0321, -0.0461, 0.0868], [0.0435, -0.0417, -0.0543], [-0.0612, 0.1209, 0.0751], [0.1693, 0.0081, -0.0081], [-0.0664, -0.1249, 0.0567], [-0.1543, 0.0186, -0.0883]], "e_tot_ha": -377.8907, "relative_energy_kcal_mol": 43.04, "homo_lumo_gap_ev": 10.0, "e_homo_ev": -9.20}

---

Record 6
{"formula": "C3H6N2O2", "method": "ωB97M-V/def2-TZVPD", "symbols": ["O", "O", "N", "N", "C", "C", "C", "H", "H", "H", "H", "H", "H"], "xyz": [[-0.224018, 1.464576, -0.190207], [1.600617, -1.591260, -0.036412], [2.344055, 0.570211, 0.220231], [0.123548, 0.161937, -0.399383], [-1.484465, -0.931848, 0.016560], [-2.643773, -0.348803, 0.094108], [1.325908, -0.406402, -0.075560], [-2.746150, 0.682982, 0.151044], [3.200610, 0.207307, 0.657858], [2.540312, 1.161909, -0.601814], [-3.485352, -0.933723, 0.041603], [-1.090783, -1.887609, -0.136859], [0.539487, 1.850725, 0.258834]], "atomic_forces_ev_per_a": [[0.6347, 0.7661, 0.0887], [-1.0599, 0.1153, -0.0017], [-0.3112, 0.7828, -0.6365], [-3.9913, -3.9300, 0.2846], [3.2005, 2.7459, -1.2744], [2.3822, -0.0925, -0.0680], [1.4694, 0.7222, 0.8059], [-0.0849, 1.7686, 0.0035], [-0.8223, -0.1097, -0.6764], [0.0405, -0.3849, 0.7732], [-1.9393, -1.4086, 0.2235], [0.3363, -1.2024, -0.0081], [0.1455, 0.2274, 0.4856]], "e_tot_ha": -377.7528, "relative_energy_kcal_mol": 129.62, "homo_lumo_gap_ev": 9.4, "e_homo_ev": -8.81}

---

Record 7
{"formula": "C3H6N2O2", "method": "ωB97M-V/def2-TZVPD", "symbols": ["O", "O", "N", "N", "C", "C", "C", "H", "H", "H", "H", "H", "H"], "xyz": [[-0.442969, -1.149650, 1.886567], [-1.373362, 0.631006, -1.074302], [0.701549, -0.141745, -1.319644], [1.359827, 0.032848, 1.231755], [0.040739, -0.322482, 1.132625], [-1.080205, 0.522432, 0.471566], [-0.452127, 0.007840, -1.809574], [-0.749322, -0.376193, -2.800913], [1.314189, -0.714462, -1.872087], [-1.049338, 1.463765, 1.062906], [-2.009592, 0.025990, 0.658153], [1.862993, 0.448590, 0.463551], [1.877618, -0.427939, 1.969395]], "atomic_forces_ev_per_a": [[0.4347, -0.2816, 0.0647], [0.8639, 0.1214, 1.4407], [0.1618, -0.1234, -0.5686], [-0.2465, 0.2294, 0.1708], [-0.5017, -0.0724, 0.5712], [-0.2694, 0.2008, -1.3079], [0.6260, -0.0076, 0.3574], [-0.3911, 0.4696, 0.5040], [0.1591, -0.1260, -0.5496], [-0.1012, 0.0179, -1.3418], [-0.1490, -0.3128, 0.7971], [-0.3737, -0.1225, 0.1455], [-0.2129, 0.0073, -0.2833]], "e_tot_ha": -377.8618, "smiles": "[H]/N=C/OCC(N)=O", "relative_energy_kcal_mol": 61.23, "homo_lumo_gap_ev": 10.6, "e_homo_ev": -9.73}

---

Record 8
{"formula": "C3H6N2O2", "method": "ωB97M-V/def2-TZVPD", "symbols": ["O", "O", "N", "N", "C", "C", "C", "H", "H", "H", "H", "H", "H"], "xyz": [[-0.490666, -0.398142, 0.404677], [1.659179, -1.412730, -0.562110], [1.893470, 0.492737, 0.696306], [-1.148444, -1.650047, 0.068406], [1.244925, -0.429924, -0.019422], [-1.044179, 0.925987, -0.629641], [-2.084640, 1.596821, -0.474554], [-1.181061, -2.134655, 0.962211], [1.387012, 1.269880, 1.088877], [-0.086051, 0.929481, -1.194222], [-2.596662, 2.524351, -0.641246], [2.898415, 0.428562, 0.800917], [-0.451299, -2.142321, -0.500200]], "atomic_forces_ev_per_a": [[2.2965, -1.4855, -0.1593], [-1.0615, 1.5759, 0.1679], [-0.8422, 0.1872, -0.4299], [0.9908, 0.6582, 0.3183], [-0.7655, -2.4344, 1.6413], [-0.6513, 3.3201, -1.9575], [1.6690, -1.0070, 0.4887], [0.0229, -0.0755, -0.0287], [-0.0206, -0.0714, 0.0188], [-0.9182, -0.2354, 0.3416], [-0.2529, -0.4172, -0.0881], [-0.2616, 0.0129, -0.2550], [-0.2054, -0.0280, -0.0579]], "e_tot_ha": -377.6633, "relative_energy_kcal_mol": 185.75, "homo_lumo_gap_ev": 7.5, "e_homo_ev": -7.41}

---

Record 9
{"formula": "C3H6N2O2", "method": "ωB97M-V/def2-TZVPD", "symbols": ["O", "O", "N", "N", "C", "C", "C", "H", "H", "H", "H", "H", "H"], "xyz": [[-1.663304, -0.228363, 0.930478], [1.310025, 2.400793, -1.242627], [-0.352074, -2.568704, 0.415102], [-0.080750, 1.035929, -0.072825], [0.396754, -1.327993, 0.397631], [0.917606, 1.310161, -1.016444], [-0.593876, -0.154713, 0.400929], [1.085629, -1.291428, -0.461211], [-1.372477, -2.401626, 0.381683], [0.962426, -1.150723, 1.309571], [-0.085289, -3.157473, 1.220040], [1.227602, 0.398727, -1.557283], [-0.492712, 1.890649, 0.300776]], "atomic_forces_ev_per_a": [[-0.4663, -0.8659, 0.2305], [0.1384, 0.5212, -0.0151], [0.1874, 1.6519, 2.6188], [-0.2810, 0.3784, 0.6145], [-0.7914, 0.2103, -1.0681], [-0.1065, -1.2191, -0.2282], [0.8599, 1.3762, -0.8807], [0.0336, -0.2109, 0.1493], [-0.0620, -0.3414, -0.6114], [0.4484, -0.6750, 0.1879], [0.0146, -0.7004, -0.9194], [0.2867, 0.1371, -0.0826], [-0.2617, -0.2624, 0.0046]], "e_tot_ha": -377.5543, "total_charge": 1, "relative_energy_kcal_mol": 22.47, "multiplicity": 2, "homo_lumo_gap_ev": [10.7, 5.0], "e_homo_ev": [-14.84, -14.81]}